(1)
Entry from the OMol25 dataset: a gas-phase ion, C4H9N4O (charge +1) in a non-equilibrium geometry (ωB97M-V/def2-TZVPD).

Output
* charge: +1
* SMILES: C[N@H+]1CN(C=O)C(N)=N1
* LUMO: -2.9 eV
* energy: -451.75493 hartree
* relative energy (zero: lowest compared OMol25 entry of this formula, charge and spin): 63.3 kcal per mole
* HOMO level: -14.3 eV

Atoms and positions in Å:
1 O -2.358 1.723 0.199
2 N 1.012 0.400 0.481
3 N -1.011 0.074 -0.632
4 N 0.418 -0.814 0.690
5 N -1.248 -2.230 0.192
6 C -2.198 0.595 -0.123
7 C 2.445 0.460 0.004
8 C -0.672 -1.082 0.134
9 C 0.094 1.033 -0.635
10 H 0.682 1.130 -1.570
11 H 2.911 -0.343 0.453
12 H 2.939 1.412 0.293
13 H -0.230 1.968 -0.423
14 H 2.543 0.142 -0.982
15 H -1.136 -2.676 1.099
16 H -2.050 -2.525 -0.376
17 H 0.967 0.870 1.337
18 H -3.109 -0.137 -0.142

Population analysis type Löwdin, resulting atomic charges in e: atom 1 (O): 0.117, atom 2 (N): -0.066, atom 3 (N): 0.042, atom 4 (N): 0.124, atom 5 (N): 0.233, atom 6 (C): -0.293, atom 7 (C): 0.060, atom 8 (C): -0.440, atom 9 (C): 0.025, atom 10 (H): 0.154, atom 11 (H): 0.076, atom 12 (H): 0.139, atom 13 (H): 0.096, atom 14 (H): 0.084, atom 15 (H): 0.151, atom 16 (H): 0.156, atom 17 (H): 0.165, atom 18 (H): 0.178

=====

(2)
Entry from the OMol25 dataset: a molecular structure, C29H28BrClN2OS3Zn (ωB97M-V/def2-TZVPD).

Output
* charge: 0
* LUMO: -0.8 eV
* energy: -7314.78852 hartree
* relative energy (zero: lowest compared OMol25 entry of this formula, charge and spin): 0.0 kcal per mole
* HOMO level: -7.3 eV

Atoms and positions in Å:
1 Br 5.408 4.092 2.977
2 Zn -0.475 0.336 0.782
3 Cl -3.666 -0.254 -2.052
4 S -0.067 -1.457 -2.316
5 S 2.473 0.409 -0.988
6 S 1.206 1.545 -4.332
7 O -0.087 1.819 2.121
8 N -1.210 -1.690 1.078
9 N 1.115 -0.629 1.818
10 C -0.216 -2.556 1.402
11 C 1.330 2.327 -2.680
12 C 1.666 -1.975 -2.190
13 C 3.539 1.998 2.525
14 C -4.712 2.049 1.670
15 C 2.689 -0.858 -2.292
16 C 1.310 3.668 2.484
17 C 2.263 1.428 2.312
18 C 3.678 3.340 2.701
19 C -1.631 1.463 -0.453
20 C 1.842 -4.287 2.134
21 C -3.034 1.401 0.026
22 C -0.208 -0.916 -4.058
23 C -3.418 2.092 1.185
24 C 2.603 1.963 -1.921
25 C -0.348 0.590 -4.274
26 C -0.411 -3.956 1.368
27 C -2.659 -3.534 0.631
28 C 2.040 -2.898 2.177
29 C 0.646 -4.817 1.733
30 C -4.040 0.666 -0.612
31 C 2.187 0.022 2.151
32 C 2.556 4.189 2.683
33 C -5.344 0.621 -0.142
34 C -5.686 1.314 1.006
35 C 1.093 2.267 2.289
36 C -1.678 -4.427 0.956
37 C -2.381 -2.160 0.716
38 C 1.046 -2.017 1.802
39 H -4.966 2.595 2.571
40 H 3.473 1.915 -2.575
41 H -6.703 1.285 1.374
42 H -1.252 2.479 -0.319
43 H 2.788 2.708 -1.144
44 H 1.302 3.405 -2.846
45 H -3.142 -1.427 0.475
46 H -0.998 1.038 -3.523
47 H -3.637 -3.862 0.310
48 H 3.688 -1.281 -2.173
49 H 0.450 2.036 -2.108
50 H -2.660 2.658 1.714
51 H 2.693 5.252 2.827
52 H 0.489 -5.888 1.707
53 H 2.629 -0.352 -3.250
54 H 4.410 1.354 2.530
55 H -1.114 -1.400 -4.427
56 H -0.800 0.757 -5.253
57 H 0.435 4.305 2.464
58 H -1.564 1.191 -1.501
59 H 2.996 -2.528 2.523
60 H -1.849 -5.495 0.911
61 H 2.652 -4.942 2.427
62 H 1.724 -2.456 -1.210
63 H 0.643 -1.317 -4.608
64 H -6.088 0.047 -0.679
65 H 1.858 -2.727 -2.956
66 H 3.122 -0.516 2.323

Population analysis type Löwdin, resulting atomic charges in e: atom 1 (Br): 0.699, atom 2 (Zn): 0.739, atom 3 (Cl): 0.687, atom 4 (S): 0.823, atom 5 (S): 0.882, atom 6 (S): 0.868, atom 7 (O): -0.111, atom 8 (N): 0.071, atom 9 (N): 0.026, atom 10 (C): -0.156, atom 11 (C): -0.508, atom 12 (C): -0.543, atom 13 (C): -0.099, atom 14 (C): -0.087, atom 15 (C): -0.513, atom 16 (C): -0.001, atom 17 (C): -0.165, atom 18 (C): -0.697, atom 19 (C): -0.212, atom 20 (C): -0.069, atom 21 (C): -0.342, atom 22 (C): -0.512, atom 23 (C): -0.051, atom 24 (C): -0.514, atom 25 (C): -0.528, atom 26 (C): -0.149, atom 27 (C): -0.023, atom 28 (C): -0.007, atom 29 (C): -0.035, atom 30 (C): -0.624, atom 31 (C): -0.119, atom 32 (C): -0.118, atom 33 (C): -0.128, atom 34 (C): -0.104, atom 35 (C): -0.356, atom 36 (C): 0.006, atom 37 (C): -0.098, atom 38 (C): -0.201, atom 39 (H): 0.102, atom 40 (H): 0.076, atom 41 (H): 0.098, atom 42 (H): 0.053, atom 43 (H): 0.071, atom 44 (H): 0.069, atom 45 (H): 0.091, atom 46 (H): 0.046, atom 47 (H): 0.113, atom 48 (H): 0.073, atom 49 (H): 0.040, atom 50 (H): 0.107, atom 51 (H): 0.101, atom 52 (H): 0.114, atom 53 (H): 0.024, atom 54 (H): 0.110, atom 55 (H): 0.064, atom 56 (H): 0.066, atom 57 (H): 0.116, atom 58 (H): -0.032, atom 59 (H): 0.105, atom 60 (H): 0.122, atom 61 (H): 0.108, atom 62 (H): 0.057, atom 63 (H): 0.075, atom 64 (H): 0.099, atom 65 (H): 0.079, atom 66 (H): 0.123

=====

(3)
Entry from the OMol25 dataset: 4 unconnected molecules or ions with the total composition C8H13N5O in a non-equilibrium geometry (ωB97M-V/def2-TZVPD).

Output
* charge: 0
* LUMO: -0.7 eV
* energy: -661.17049 hartree
* relative energy (zero: lowest compared OMol25 entry of this formula, charge and spin): 315.9 kcal per mole
* HOMO level: -8.7 eV

Atoms and positions in Å:
1 O -1.606 0.612 1.361
2 N -0.702 -1.374 -0.440
3 N -0.614 1.261 0.986
4 N 0.438 3.324 -0.278
5 N 0.210 -0.296 -2.273
6 N 0.386 2.029 -2.309
7 C -0.341 -0.162 -0.947
8 C 0.064 2.255 -1.031
9 C -0.281 -3.205 1.036
10 C -0.899 -1.911 0.900
11 C 0.727 4.593 -0.928
12 C 0.406 -3.914 2.402
13 C 0.495 0.769 -2.729
14 C -0.374 1.162 -0.326
15 H 1.470 -3.312 2.752
16 H -0.036 3.371 0.713
17 H 1.329 4.124 -2.473
18 H 1.967 4.928 0.242
19 H 0.635 -2.950 0.443
20 H -0.514 5.603 -1.020
21 H -0.120 -1.426 1.639
22 H -0.631 -1.899 -1.278
23 H 0.509 -4.897 2.296
24 H 0.664 0.958 -3.902
25 H -2.008 -1.836 1.186
26 H -0.959 -4.027 0.610
27 H -0.214 -3.780 3.370

Population analysis type Löwdin, resulting atomic charges in e: atom 1 (O): -0.034, atom 2 (N): 0.067, atom 3 (N): -0.001, atom 4 (N): -0.141, atom 5 (N): 0.136, atom 6 (N): 0.082, atom 7 (C): -0.120, atom 8 (C): -0.354, atom 9 (C): -0.255, atom 10 (C): -0.272, atom 11 (C): -0.199, atom 12 (C): -0.071, atom 13 (C): -0.346, atom 14 (C): -0.189, atom 15 (H): 0.133, atom 16 (H): 0.164, atom 17 (H): 0.219, atom 18 (H): 0.163, atom 19 (H): 0.115, atom 20 (H): 0.151, atom 21 (H): 0.157, atom 22 (H): 0.120, atom 23 (H): -0.024, atom 24 (H): 0.154, atom 25 (H): 0.148, atom 26 (H): 0.123, atom 27 (H): 0.074

=====

(4)
Entry from the OMol25 dataset: a single C7H10N2 molecule in a non-equilibrium geometry (ωB97M-V/def2-TZVPD).

Output
* charge: 0
* SMILES: C#C[C@](N)(C#CC)CN
* LUMO: 0.9 eV
* energy: -382.02538 hartree
* relative energy (zero: lowest compared OMol25 entry of this formula, charge and spin): 142.3 kcal per mole
* HOMO level: -8.8 eV

Atoms and positions in Å:
1 N -2.518 -1.213 -0.517
2 N -0.757 -0.010 1.662
3 C -1.089 -1.115 -0.657
4 C -0.688 1.375 -0.132
5 C -1.022 2.480 -0.358
6 C 0.977 -0.303 0.001
7 C 3.656 -0.129 -0.184
8 C 2.148 -0.371 -0.200
9 C -0.389 -0.055 0.283
10 H -3.191 -0.493 -1.052
11 H -1.116 3.424 -1.008
12 H -1.736 -0.055 1.623
13 H -0.771 -0.781 -1.591
14 H -2.922 -1.431 0.318
15 H 4.016 -0.252 0.895
16 H 4.000 -1.218 -0.681
17 H -0.529 -2.080 -0.527
18 H -0.238 -0.737 2.175
19 H 3.851 0.886 -0.693

Population analysis type Löwdin, resulting atomic charges in e: atom 1 (N): 0.007, atom 2 (N): 0.096, atom 3 (C): -0.222, atom 4 (C): -0.089, atom 5 (C): 0.085, atom 6 (C): -0.052, atom 7 (C): -0.106, atom 8 (C): -0.064, atom 9 (C): -0.567, atom 10 (H): 0.150, atom 11 (H): 0.073, atom 12 (H): 0.053, atom 13 (H): 0.094, atom 14 (H): 0.007, atom 15 (H): 0.079, atom 16 (H): 0.123, atom 17 (H): 0.132, atom 18 (H): 0.107, atom 19 (H): 0.094

=====

(5)
Entry from the OMol25 dataset: 8 unconnected molecules or ions with the total composition C18H48O10 in a non-equilibrium geometry (ωB97M-V/def2-TZVPD).

Output
* charge: 0
* SMILES: O=CCCOC=O.CCO.CCO.CCO.CCO.CCO.CCO.CCO
* LUMO: 0.0 eV
* energy: -1466.85631 hartree
* relative energy (zero: lowest compared OMol25 entry of this formula, charge and spin): 35.0 kcal per mole
* HOMO level: -10.0 eV

Atoms and positions in Å:
1 O -5.814 4.295 0.009
2 O -1.021 3.542 -0.833
3 O 1.068 -1.218 -3.857
4 O -3.209 -0.111 2.785
5 O 2.703 -3.823 0.257
6 O -7.966 4.997 -0.316
7 O 0.263 5.290 2.037
8 O 0.221 -8.622 1.875
9 O 4.601 5.995 -1.585
10 O 0.001 0.890 -0.473
11 C -3.378 -1.473 2.410
12 C 1.658 5.252 2.312
13 C 0.942 0.636 1.730
14 C -2.105 -9.257 1.920
15 C 2.778 5.384 -3.040
16 C 1.135 0.415 0.244
17 C 2.460 -1.095 -3.591
18 C -7.057 4.198 -0.672
19 C 2.827 -1.879 -2.347
20 C -3.497 3.560 -0.367
21 C -2.034 -2.096 2.087
22 C 2.411 4.696 1.120
23 C 4.001 6.259 -2.848
24 C 1.507 -4.556 0.015
25 C 1.583 -5.918 0.677
26 C -2.101 4.193 -0.900
27 C -4.707 4.503 -0.922
28 C -0.768 -9.408 1.221
29 H 3.896 -1.796 -2.135
30 H 4.852 5.062 -1.571
31 H 2.049 5.564 -2.245
32 H 2.268 -1.516 -1.482
33 H -0.089 1.836 -0.284
34 H 1.803 0.270 2.295
35 H 3.436 -4.333 -0.111
36 H 3.724 7.315 -2.875
37 H -0.443 -10.453 1.220
38 H -2.418 -8.210 1.928
39 H -3.576 2.482 -0.739
40 H 2.432 -6.489 0.290
41 H -4.048 -1.519 1.546
42 H 2.068 3.684 0.883
43 H -2.033 -9.577 2.964
44 H 2.701 -0.033 -3.470
45 H -2.146 5.241 -1.358
46 H 0.803 1.699 1.950
47 H -2.148 -3.145 1.802
48 H 0.593 -0.870 -3.089
49 H 3.004 -1.475 -4.458
50 H 1.250 -0.649 0.027
51 H 2.304 5.581 -4.004
52 H -4.967 4.262 -2.006
53 H 1.987 6.270 2.532
54 H -0.838 -9.068 0.185
55 H 2.572 -2.935 -2.470
56 H 0.284 -8.934 2.788
57 H 4.740 6.075 -3.634
58 H -0.022 4.386 1.853
59 H 2.231 5.308 0.233
60 H -2.797 0.348 2.040
61 H -1.547 -1.559 1.268
62 H 0.668 -6.488 0.503
63 H 3.485 4.666 1.316
64 H 1.734 -5.813 1.754
65 H -1.366 -2.035 2.950
66 H 3.048 4.325 -2.991
67 H -3.852 -1.996 3.243
68 H -3.575 3.642 0.783
69 H 1.825 4.636 3.202
70 H -2.875 -9.852 1.423
71 H -7.324 3.440 -1.480
72 H 0.671 -3.981 0.420
73 H 1.367 -4.654 -1.066
74 H 2.025 0.940 -0.119
75 H 0.044 0.119 2.081
76 H -4.300 5.582 -0.836

Population analysis type Löwdin, resulting atomic charges in e: atom 1 (O): -0.096, atom 2 (O): -0.023, atom 3 (O): -0.084, atom 4 (O): -0.089, atom 5 (O): -0.099, atom 6 (O): 0.034, atom 7 (O): -0.091, atom 8 (O): -0.098, atom 9 (O): -0.093, atom 10 (O): -0.099, atom 11 (C): -0.320, atom 12 (C): -0.316, atom 13 (C): -0.072, atom 14 (C): -0.096, atom 15 (C): -0.094, atom 16 (C): -0.321, atom 17 (C): -0.318, atom 18 (C): -0.241, atom 19 (C): -0.091, atom 20 (C): -0.088, atom 21 (C): -0.099, atom 22 (C): -0.084, atom 23 (C): -0.324, atom 24 (C): -0.325, atom 25 (C): -0.094, atom 26 (C): -0.154, atom 27 (C): -0.191, atom 28 (C): -0.322, atom 29 (H): 0.081, atom 30 (H): 0.082, atom 31 (H): 0.065, atom 32 (H): 0.042, atom 33 (H): 0.030, atom 34 (H): 0.082, atom 35 (H): 0.084, atom 36 (H): 0.112, atom 37 (H): 0.108, atom 38 (H): 0.076, atom 39 (H): 0.128, atom 40 (H): 0.078, atom 41 (H): 0.108, atom 42 (H): 0.057, atom 43 (H): 0.072, atom 44 (H): 0.105, atom 45 (H): 0.133, atom 46 (H): 0.060, atom 47 (H): 0.072, atom 48 (H): 0.077, atom 49 (H): 0.111, atom 50 (H): 0.090, atom 51 (H): 0.074, atom 52 (H): 0.134, atom 53 (H): 0.114, atom 54 (H): 0.112, atom 55 (H): 0.068, atom 56 (H): 0.086, atom 57 (H): 0.107, atom 58 (H): 0.062, atom 59 (H): 0.064, atom 60 (H): 0.073, atom 61 (H): 0.063, atom 62 (H): 0.060, atom 63 (H): 0.078, atom 64 (H): 0.080, atom 65 (H): 0.079, atom 66 (H): 0.073, atom 67 (H): 0.113, atom 68 (H): 0.139, atom 69 (H): 0.108, atom 70 (H): 0.074, atom 71 (H): 0.161, atom 72 (H): 0.106, atom 73 (H): 0.103, atom 74 (H): 0.111, atom 75 (H): 0.056, atom 76 (H): 0.135